This record from the OMol25 dataset describes 2 unconnected molecules or ions with the total composition C5H17N2O in a non-equilibrium geometry. The level of theory is wB97M-V/def2-TZVPD.

Bonds (Å) are listed after each position.
Element x y z (Å)
1 N 0.259 0.453 -2.073  C2 1.523, H8 0.988, H9 1.082, H10 1.038
2 C -0.790 0.563 -0.975  N1 1.523, C3 1.604, C4 1.569, H11 1.084
3 C -0.921 2.142 -0.725  C2 1.604, H12 1.035, H13 1.147, H14 1.126
4 C -0.090 -0.116 0.254  C2 1.569, N5 1.510, H15 1.122, H16 1.044
5 N 0.174 -1.519 -0.239  C4 1.510, C6 1.485, C7 1.617
6 C 1.467 -2.095 0.208  N5 1.485, H17 1.170, H18 1.141, H19 1.145
7 C -0.958 -2.614 0.127  N5 1.617, H20 1.133, H21 1.059, H22 1.079
8 H 0.419 -0.476 -2.366  N1 0.988
9 H -0.057 1.091 -2.888  N1 1.082
10 H 1.192 0.885 -1.932  N1 1.038
11 H -1.711 0.102 -1.314  C2 1.084
12 H -0.013 2.638 -0.736  C3 1.035
13 H -1.566 2.516 -1.596  C3 1.147
14 H -1.470 2.169 0.258  C3 1.126
15 H 0.832 0.485 0.470  C4 1.122
16 H -0.727 -0.156 1.080  C4 1.044
17 H 1.844 -1.409 1.078  C6 1.170
18 H 1.417 -3.071 0.800  C6 1.141
19 H 2.384 -2.072 -0.476  C6 1.145
20 H -0.596 -3.516 -0.456  C7 1.133
21 H -1.771 -2.196 -0.408  C7 1.059
22 H -0.851 -2.857 1.173  C7 1.079
23 H 0.032 3.649 3.486  O25 0.961
24 H 0.722 2.339 3.927  O25 0.945
25 O 0.779 3.066 3.326  H23 0.961, H24 0.945

## Properties
M	121.20	Da
Kohn-Sham gap	9.33	eV
total charge	+1
energy relative to the best compared isomer or geometry (same formula, charge and spin)	2.9244	eV
max |F|	5.1	eV Å⁻¹
E_tot	-10480.010	eV
HOMO	-12.607	eV

This record from the OMol25 dataset describes 2 unconnected molecules or ions with the total composition C5H17N2O in a non-equilibrium geometry. The level of theory is wB97M-V/def2-TZVPD.

Bonds (Å) are listed after each position.
Element x y z (Å)
1 C -1.269 1.376 0.285  N2 1.502, C4 1.530, H8 1.092, H9 1.095
2 N -0.024 2.046 -0.224  C1 1.502, C3 1.541, H10 1.019
3 C 0.869 2.708 0.843  N2 1.541, H11 1.080, H12 1.083, H13 1.105
4 C -0.746 0.174 1.073  C1 1.530, N5 1.528, H14 1.092, H15 1.092
5 N -0.089 -0.775 0.072  C4 1.528, C6 1.554, H16 1.014, H17 1.030
6 C -0.787 -2.160 0.160  N5 1.554, C7 1.501, H18 1.085, H19 1.095
7 C 0.203 -3.288 0.179  C6 1.501, H20 1.095, H21 1.086, H22 1.116
8 H -1.845 1.039 -0.580  C1 1.092
9 H -1.923 2.050 0.848  C1 1.095
10 H -0.288 2.916 -0.684  N2 1.019
11 H 0.644 2.306 1.819  C3 1.080
12 H 0.701 3.778 0.829  C3 1.083
13 H 1.910 2.457 0.570  C3 1.105
14 H -1.474 -0.389 1.660  C4 1.092
15 H 0.028 0.548 1.746  C4 1.092
16 H 0.876 -0.948 0.330  N5 1.014
17 H -0.108 -0.415 -0.893  N5 1.030
18 H -1.588 -2.166 -0.573  C6 1.085
19 H -1.297 -2.174 1.129  C6 1.095
20 H 0.086 -3.970 1.027  C7 1.095
21 H 0.285 -3.912 -0.705  C7 1.086
22 H 1.228 -2.988 0.503  C7 1.116
23 H 2.239 -0.230 -1.768  O25 0.975
24 H 1.168 0.838 -1.763  O25 0.980
25 O 1.343 -0.061 -2.114  H23 0.975, H24 0.980

## Properties
M	121.20	Da
Kohn-Sham gap	10.84	eV
total charge	+1
energy relative to the best compared isomer or geometry (same formula, charge and spin)	1.6365	eV
max |F|	2.5	eV Å⁻¹
E_tot	-10481.298	eV
HOMO	-13.669	eV

This record from the OMol25 dataset describes 4 unconnected molecules or ions with the total composition C5H17N2O in a non-equilibrium geometry. The level of theory is wB97M-V/def2-TZVPD.

Bonds (Å) are listed after each position.
Element x y z (Å)
1 N -1.535 -3.658 -0.056  H8 1.015, H9 1.013, H10 1.013
2 C -0.463 1.403 -1.625  C3 1.471, C4 1.372, H11 1.099
3 C -0.240 2.309 -2.762  C2 1.471, H12 1.102, H13 1.102, H14 1.099
4 C -0.112 0.078 -1.575  C2 1.372, H15 1.084, H16 1.081
5 N 0.293 -0.966 1.579  C6 1.419, H17 1.022, H24 1.058
6 C 1.573 -0.576 1.107  N5 1.419, C7 1.595, H18 1.095, H19 1.100
7 C 1.962 0.839 1.731  C6 1.595, H20 1.093, H21 1.095, H22 1.088
8 H -1.654 -4.486 -0.630  N1 1.015
9 H -1.890 -2.889 -0.611  N1 1.013
10 H -2.129 -3.780 0.755  N1 1.013
11 H -0.787 1.824 -0.663  C2 1.099
12 H 0.592 2.128 -3.462  C3 1.102
13 H 0.092 3.310 -2.443  C3 1.102
14 H -1.186 2.525 -3.277  C3 1.099
15 H 0.508 -0.318 -2.372  C4 1.084
16 H -0.468 -0.525 -0.751  C4 1.081
17 H 0.418 -1.431 2.481  N5 1.022
18 H 2.321 -1.346 1.319  C6 1.095
19 H 1.523 -0.473 0.012  C6 1.100
20 H 2.238 0.659 2.773  C7 1.093
21 H 1.059 1.450 1.635  C7 1.095
22 H 2.845 1.256 1.251  C7 1.088
23 H -1.802 1.358 1.724  O25 0.982
24 H -0.466 -0.230 1.560  N5 1.058
25 O -1.073 1.099 1.119  H23 0.982

## Properties
M	121.20	Da
Kohn-Sham gap	4.06	eV
total charge	+1
energy relative to the best compared isomer or geometry (same formula, charge and spin)	8.5461	eV
max |F|	2.3	eV Å⁻¹
E_tot	-10474.388	eV
HOMO	-13.198	eV

This record from the OMol25 dataset describes 2 unconnected molecules or ions with the total composition C5H17N2O in a non-equilibrium geometry. The level of theory is wB97M-V/def2-TZVPD.

Bonds (Å) are listed after each position.
Element x y z (Å)
1 C 0.727 0.569 2.136  C2 1.554, N7 1.505, H8 1.066, H9 1.194
2 C 1.170 1.191 0.783  C1 1.554, C3 1.512, H10 1.125, H11 1.131
3 C 1.306 0.239 -0.384  C2 1.512, C4 1.533, H12 1.140, H13 1.015
4 C 0.036 0.422 -1.222  C3 1.533, C5 1.521, H14 1.088, H15 1.056
5 C 0.229 -0.045 -2.657  C4 1.521, N6 1.496, H16 1.036, H17 1.048
6 N 0.394 -1.528 -2.553  C5 1.496, H18 1.119, H19 1.004
7 N -0.762 0.385 2.260  C1 1.505, H20 0.968, H21 1.184, H22 1.104
8 H 0.954 1.213 2.953  C1 1.066
9 H 1.052 -0.552 2.391  C1 1.194
10 H 2.196 1.620 0.956  C2 1.125
11 H 0.507 1.988 0.330  C2 1.131
12 H 2.204 0.595 -0.989  C3 1.140
13 H 1.401 -0.753 -0.188  C3 1.015
14 H -0.219 1.479 -1.255  C4 1.088
15 H -0.677 -0.127 -0.669  C4 1.056
16 H -0.563 0.167 -3.291  C5 1.036
17 H 1.112 0.354 -3.056  C5 1.048
18 H -0.458 -2.146 -2.934  N6 1.119
19 H 0.603 -1.666 -1.581  N6 1.004
20 H -1.178 1.248 2.125  N7 0.968
21 H -1.057 -0.276 3.198  N7 1.184
22 H -1.045 -0.152 1.339  N7 1.104
23 H -3.352 -1.147 1.101  O25 0.970
24 H -2.178 -1.765 0.212  O25 0.933
25 O -2.402 -1.312 0.996  H23 0.970, H24 0.933

## Properties
M	121.20	Da
Kohn-Sham gap	8.40	eV
total charge	+1
energy relative to the best compared isomer or geometry (same formula, charge and spin)	3.0222	eV
max |F|	5.0	eV Å⁻¹
E_tot	-10479.912	eV
HOMO	-11.974	eV

This record from the OMol25 dataset describes 3 unconnected molecules or ions with the total composition C5H17N4O2 in a non-equilibrium geometry. The level of theory is wB97M-V/def2-TZVPD.

Bonds (Å) are listed after each position.
Element x y z (Å)
1 C 0.717 2.748 -0.269  C2 1.531, H12 1.159, H13 1.136, H14 1.132
2 C -0.123 2.375 0.956  C1 1.531, C4 1.481, H15 1.162, H16 1.073
3 C 0.856 -1.152 -0.585  N6 1.253, O10 1.243, H17 1.180
4 C -0.009 1.025 1.552  C2 1.481, C5 1.329, N7 1.478
5 C -0.959 0.099 1.470  C4 1.329, N9 1.348, O11 1.366
6 N 0.767 -1.908 -1.580  C3 1.253, H18 1.041, H19 1.019
7 N 1.395 0.793 1.951  C4 1.478, H20 1.026, H21 1.021, H26 1.025
8 N -0.995 -2.438 -3.635  H22 1.095, H23 1.012, H27 1.075
9 N -0.962 -1.081 2.121  C5 1.348, H24 1.079, H25 0.968
10 O 1.667 -1.238 0.352  C3 1.243
11 O -2.211 0.394 1.011  C5 1.366, H28 0.982
12 H 0.370 2.048 -1.125  C1 1.159
13 H 1.844 2.759 -0.126  C1 1.136
14 H 0.543 3.859 -0.401  C1 1.132
15 H 0.241 3.112 1.778  C2 1.162
16 H -1.095 2.688 0.626  C2 1.073
17 H 0.198 -0.176 -0.676  C3 1.180
18 H 0.063 -1.718 -2.322  N6 1.041
19 H 1.278 -2.777 -1.730  N6 1.019
20 H 1.529 0.637 2.956  N7 1.026
21 H 1.573 -0.070 1.436  N7 1.021
22 H -1.219 -3.469 -3.339  N8 1.095
23 H -0.777 -2.554 -4.617  N8 1.012
24 H -1.840 -1.603 2.469  N9 1.079
25 H -0.194 -1.659 2.234  N9 0.968
26 H 2.102 1.458 1.621  N7 1.025
27 H -2.008 -2.156 -3.857  N8 1.075
28 H -2.751 0.002 1.730  O11 0.982

## Properties
M	165.22	Da
Kohn-Sham gap	9.51	eV
total charge	+1
energy relative to the best compared isomer or geometry (same formula, charge and spin)	0.0000	eV
max |F|	4.9	eV Å⁻¹
E_tot	-15508.810	eV
HOMO	-11.971	eV

Which value of HOMO does entry 1 give? -12.607 eV

Please write out number 2 again, unchanged.
This record from the OMol25 dataset describes 2 unconnected molecules or ions with the total composition C5H17N2O in a non-equilibrium geometry. The level of theory is wB97M-V/def2-TZVPD.

Bonds (Å) are listed after each position.
Element x y z (Å)
1 C -1.269 1.376 0.285  N2 1.502, C4 1.530, H8 1.092, H9 1.095
2 N -0.024 2.046 -0.224  C1 1.502, C3 1.541, H10 1.019
3 C 0.869 2.708 0.843  N2 1.541, H11 1.080, H12 1.083, H13 1.105
4 C -0.746 0.174 1.073  C1 1.530, N5 1.528, H14 1.092, H15 1.092
5 N -0.089 -0.775 0.072  C4 1.528, C6 1.554, H16 1.014, H17 1.030
6 C -0.787 -2.160 0.160  N5 1.554, C7 1.501, H18 1.085, H19 1.095
7 C 0.203 -3.288 0.179  C6 1.501, H20 1.095, H21 1.086, H22 1.116
8 H -1.845 1.039 -0.580  C1 1.092
9 H -1.923 2.050 0.848  C1 1.095
10 H -0.288 2.916 -0.684  N2 1.019
11 H 0.644 2.306 1.819  C3 1.080
12 H 0.701 3.778 0.829  C3 1.083
13 H 1.910 2.457 0.570  C3 1.105
14 H -1.474 -0.389 1.660  C4 1.092
15 H 0.028 0.548 1.746  C4 1.092
16 H 0.876 -0.948 0.330  N5 1.014
17 H -0.108 -0.415 -0.893  N5 1.030
18 H -1.588 -2.166 -0.573  C6 1.085
19 H -1.297 -2.174 1.129  C6 1.095
20 H 0.086 -3.970 1.027  C7 1.095
21 H 0.285 -3.912 -0.705  C7 1.086
22 H 1.228 -2.988 0.503  C7 1.116
23 H 2.239 -0.230 -1.768  O25 0.975
24 H 1.168 0.838 -1.763  O25 0.980
25 O 1.343 -0.061 -2.114  H23 0.975, H24 0.980

## Properties
M	121.20	Da
Kohn-Sham gap	10.84	eV
total charge	+1
energy relative to the best compared isomer or geometry (same formula, charge and spin)	1.6365	eV
max |F|	2.5	eV Å⁻¹
E_tot	-10481.298	eV
HOMO	-13.669	eV

Which of these has the lowest E_tot? C5H17N4O2